Molecular formula: C41H32BrF5IMoN6O5Te
Method: DFT, ωB97M-V/def2-TZVPD

Values from the calculation:
HOMO energy (alpha / beta)	-3.935 / -4.977	eV
HOMO-LUMO gap (alpha / beta)	6.10 / 5.42	eV
calculated total energy	-163096.4535	eV
expectation value of S²	2.2986

Geometry as ORCA input:
```
! wB97M-V def2-TZVPD RIJCOSX def2/J DEFGRID3
* xyz -1 3
Mo -0.1319 -0.1765 0.7165
O -1.1457 -0.8710 2.0799
C -1.9650 -1.3544 3.0442
C -1.3926 -2.1911 3.9950
C -2.1751 -2.8175 4.9492
C -3.5477 -2.6141 4.9682
C -4.1074 -1.7527 4.0393
C -3.3337 -1.0939 3.0779
C -4.0154 -0.1338 2.1900
N -3.7345 1.1324 2.0419
C -4.6919 1.6287 1.1839
C -5.5660 0.6471 0.8268
N -5.1393 -0.4743 1.4981
H -0.3296 -2.3646 3.9308
H -1.7066 -3.4768 5.6711
H -4.1728 -3.1057 5.7042
H -5.1712 -1.5442 4.0688
H -4.6960 2.6672 0.8832
H -6.4101 0.6351 0.1563
H -5.4623 -1.4129 1.3487
Br 6.8878 -2.2862 2.3628
C 5.1921 -1.4292 2.2858
C 4.6454 -1.1017 1.0589
C 3.3947 -0.4993 1.0112
C 2.6823 -0.2283 2.1754
C 3.2622 -0.5539 3.3985
C 4.5127 -1.1534 3.4587
N 1.3908 0.3477 2.0664
C 0.9390 1.1581 3.0343
C -0.1892 1.9578 2.7422
C -0.6688 2.9715 3.5964
C -1.5866 3.8705 3.1245
C -2.0367 3.7678 1.7984
C -1.6164 2.6963 1.0499
N -0.7436 1.7817 1.4973
H 5.1843 -1.3095 0.1442
H 2.9652 -0.2407 0.0521
H 2.7122 -0.3943 4.3173
H 4.9432 -1.4223 4.4146
H 1.5140 1.3286 3.9370
H -0.2772 3.0342 4.6049
H -1.9585 4.6591 3.7676
H -2.7365 4.4791 1.3812
H -1.9811 2.5353 0.0447
C -0.6735 -4.9731 -0.8346
C 0.3015 -4.5978 -1.9504
C 1.5881 -3.8460 -1.5076
C 2.5675 -3.7921 -2.6805
C 3.8479 -3.0159 -2.3662
C 2.2140 -4.6241 -0.3826
O 2.8112 -5.6748 -0.5466
N 2.0489 -4.0860 0.8559
C 1.2890 -2.9537 1.2026
O 1.0895 -2.7851 2.3914
N 0.8439 -2.1210 0.2038
C 1.1584 -2.4286 -1.1190
O 1.0576 -1.6137 -2.0104
H -1.5831 -5.3963 -1.2657
H -0.9726 -4.1006 -0.2518
H -0.2420 -5.7190 -0.1612
H -0.2028 -3.9553 -2.6750
H 0.6333 -5.5040 -2.4624
H 2.0500 -3.3264 -3.5181
H 2.8163 -4.8198 -2.9440
H 3.6253 -1.9609 -2.1931
H 4.5494 -3.0761 -3.2010
H 4.3471 -3.4229 -1.4816
H 2.3946 -4.6172 1.6396
F 3.8331 2.1415 -2.8348
C 3.1113 3.2502 -2.9867
C 1.6426 3.1991 -3.1970
F 1.1008 4.0622 -4.0839
C 0.8698 1.9308 -2.8621
F 1.3791 0.8732 -3.5914
C 1.1462 1.7686 -1.3633
O 0.6853 0.7475 -0.6728
C 1.8165 2.8146 -0.8591
F 2.1550 2.9951 0.4117
C 2.2388 3.7658 -1.8913
F 2.1804 5.0873 -1.6164
I -2.2406 -1.2258 -0.9706
Te -1.3194 1.8690 -3.1372
C -1.7042 3.5989 -4.2955
C -2.3554 4.6639 -3.6804
C -2.7408 5.7776 -4.4230
C -2.4742 5.8295 -5.7837
C -1.8292 4.7628 -6.4040
C -1.4539 3.6500 -5.6665
H -2.5549 4.6283 -2.6165
H -3.2408 6.6042 -3.9336
H -2.7652 6.6989 -6.3614
H -1.6239 4.7993 -7.4682
H -0.9525 2.8221 -6.1523
*
```

Table of Löwdin atomic charges, one value per atom, all in e: Mo 1.524; O -0.373; C -0.258; C -0.002; C -0.082; C -0.103; C -0.043; C -0.087; C -0.345; N 0.132; C -0.153; C -0.109; N 0.095; H 0.094; H 0.101; H 0.094; H 0.109; H 0.090; H 0.101; H 0.151; Br 0.694; C -0.700; C -0.119; C -0.022; C -0.270; C -0.027; C -0.129; N -0.085; C -0.098; C -0.269; C -0.030; C -0.077; C -0.090; C -0.158; N -0.032; H 0.097; H 0.103; H 0.109; H 0.097; H 0.114; H 0.109; H 0.101; H 0.096; H 0.076; C -0.091; C -0.156; C -0.310; C -0.181; C -0.072; C -0.442; O 0.079; N 0.219; C -0.522; O 0.039; N 0.022; C -0.483; O 0.017; H 0.074; H 0.027; H 0.077; H 0.119; H 0.119; H 0.120; H 0.114; H 0.068; H 0.072; H 0.074; H 0.160; F 0.097; C 0.019; C -0.283; F 0.089; C -0.505; F -0.017; C -0.296; O -0.336; C -0.136; F 0.133; C -0.256; F 0.108; I 0.120; Te 1.381; C -0.572; C -0.155; C -0.094; C -0.099; C -0.094; C -0.150; H 0.083; H 0.098; H 0.096; H 0.099; H 0.098

=====

Molecular formula: C41H33AsBrN6O7Ti
Method: DFT, ωB97M-V/def2-TZVPD

Values from the calculation:
relative energy (zero: lowest compared OMol25 entry of this formula, charge and spin)	2.584	eV
HOMO energy	-10.688	eV
HOMO-LUMO gap	6.31	eV
calculated total energy	-220315.2158	eV

Geometry as ORCA input:
```
! wB97M-V def2-TZVPD RIJCOSX def2/J DEFGRID3
* xyz 1 1
Ti 0.2401 -0.2488 -0.1038
Br -4.5982 3.2109 5.9749
C -4.1437 4.3406 4.5354
C -2.8300 4.3783 4.0895
C -2.5060 5.1604 2.9940
C -3.4934 5.9135 2.3638
C -4.7827 5.9369 2.8768
C -5.1216 5.1285 3.9508
N -3.2688 6.7569 1.2184
N -2.4882 6.4195 0.3194
C -1.8763 5.1286 0.2683
C -0.5131 5.0768 0.1647
C 0.1389 3.8400 0.1005
C -0.5337 2.6505 0.0754
O 0.2229 1.5057 0.0377
C -1.9485 2.6766 0.0629
N -2.6765 1.5379 -0.0609
C -3.9753 1.5476 -0.0792
C -4.7228 2.7372 -0.0004
C -4.0360 3.9110 0.1010
C -2.6221 3.9204 0.1615
H -2.0687 3.8022 4.5979
H -1.4805 5.2088 2.6552
H -5.5201 6.5791 2.4092
H -6.1302 5.1203 4.3410
H 0.0546 5.9987 0.1786
H 1.2199 3.8045 0.0869
H -4.4501 0.5731 -0.1844
H -5.8030 2.7084 -0.0316
H -4.5737 4.8488 0.1146
C 3.3648 -6.4706 0.1858
C 3.4350 -5.3868 1.0532
C 2.5689 -4.3174 0.8943
C 1.6269 -4.3418 -0.1279
C 1.5632 -5.4098 -1.0083
C 2.4359 -6.4789 -0.8436
As 0.3511 -2.8779 -0.2517
C -1.1622 -3.7660 -1.0489
C -1.4542 -3.8555 -2.3998
C -2.6081 -4.5184 -2.7976
C -3.4562 -5.0620 -1.8404
C -3.1698 -4.9458 -0.4866
C -2.0161 -4.2914 -0.0749
C -1.6226 -4.0221 1.3278
C -2.3264 -4.4018 2.4644
C -1.8784 -4.0103 3.7182
C -0.7346 -3.2317 3.8518
C -0.0158 -2.8569 2.7236
C -0.4591 -3.2701 1.4780
H 4.0349 -7.3108 0.3163
H 4.1607 -5.3776 1.8569
H 2.6191 -3.4763 1.5752
H 0.8355 -5.4205 -1.8081
H 2.3825 -7.3209 -1.5220
H -0.8007 -3.4066 -3.1368
H -2.8481 -4.6060 -3.8492
H -4.3600 -5.5697 -2.1519
H -3.8553 -5.3551 0.2447
H -3.2278 -4.9961 2.3762
H -2.4303 -4.3100 4.5999
H -0.4080 -2.9098 4.8323
H 0.8691 -2.2410 2.8329
C 3.5253 2.6096 -1.0995
C 4.0998 1.4036 -1.8340
C 4.0058 0.0789 -1.0425
C 4.5991 -1.0643 -1.8986
C 4.2778 -2.4656 -1.3933
C 4.8396 0.2296 0.2282
O 6.0316 0.3720 0.1876
N 4.1691 0.2538 1.4494
C 2.8309 0.0080 1.6650
O 2.3028 0.1047 2.7401
N 2.1118 -0.3956 0.5294
C 2.5707 -0.2103 -0.7179
O 1.6703 -0.2930 -1.6072
H 3.5577 3.4926 -1.7375
H 4.0903 2.8389 -0.1923
H 2.4840 2.4369 -0.8253
H 5.1564 1.5602 -2.0481
H 3.5772 1.2536 -2.7782
H 5.6762 -0.9062 -1.8974
H 4.2407 -0.9363 -2.9201
H 4.5574 -2.5933 -0.3434
H 4.8231 -3.2146 -1.9669
H 3.2181 -2.6939 -1.4938
H 4.7286 0.4545 2.2675
O -3.0226 -1.1322 -0.2702
N -2.0248 -0.5282 -0.2191
O -1.2798 -0.4752 0.9061
O -1.2327 -0.3677 -1.2844
*
```

Table of Löwdin atomic charges, one value per atom, all in e: Ti 1.052; Br 0.770; C -0.691; C -0.105; C -0.021; C -0.273; C -0.021; C -0.110; N 0.095; N 0.093; C -0.235; C -0.003; C 0.025; C -0.205; O -0.155; C -0.094; N 0.129; C -0.067; C -0.002; C 0.022; C -0.079; H 0.107; H 0.116; H 0.123; H 0.107; H 0.130; H 0.111; H 0.122; H 0.118; H 0.120; C -0.066; C -0.066; C -0.124; C -0.365; C -0.085; C -0.063; As 1.398; C -0.329; C -0.090; C -0.065; C -0.054; C -0.007; C -0.188; C -0.184; C -0.006; C -0.056; C -0.058; C -0.089; C -0.308; H 0.111; H 0.112; H 0.098; H 0.099; H 0.111; H 0.114; H 0.110; H 0.112; H 0.113; H 0.113; H 0.111; H 0.112; H 0.092; C -0.055; C -0.145; C -0.292; C -0.144; C -0.059; C -0.388; O 0.145; N 0.232; C -0.491; O 0.125; N 0.043; C -0.432; O -0.031; H 0.092; H 0.092; H 0.046; H 0.134; H 0.128; H 0.127; H 0.129; H 0.085; H 0.093; H 0.051; H 0.178; O 0.195; N -0.442; O -0.104; O -0.099